Entry from the Open Molecules 2025 dataset: one molecule with the formula C3H5NO2 (ωB97M-V/def2-TZVPD).

Calculated values
LUMO in eV: 0.78
Net charge: 0
HOMO-LUMO gap in eV: 9.7

Structure (XYZ):
```
11
Properties=species:S:1:pos:R:3:forces:R:3:nbo_charge:R:1
N -1.8442 -0.3420 0.2078 -0.198 0.069 -0.103 -0.825
C -0.7396 0.4273 -0.0107 -0.205 0.499 0.454 0.649
O -0.7725 1.5198 -0.5465 -0.295 -0.126 0.026 -0.615
C 0.5405 -0.1570 0.4814 -0.356 2.210 0.654 -0.492
C 1.7636 0.4485 -0.4805 -1.585 -4.007 -0.496 0.365
O 2.0256 -0.6716 -0.8557 3.575 -0.832 -2.680 -0.557
H -1.7882 -1.3208 0.4399 0.053 0.244 0.018 0.395
H -2.7325 0.0260 -0.0903 0.038 -0.065 -0.081 0.405
H 0.4202 -1.2904 0.5002 1.111 1.528 -0.621 0.233
H 0.7911 0.1191 1.4891 -0.515 0.422 0.723 0.237
H 2.3361 1.2412 -1.1345 -1.624 0.059 2.105 0.205
```
Positions in Å, forces in eV/Å.

---

Entry from the Open Molecules 2025 dataset: a 2-piece molecular cluster, C3H5NO2 overall (ωB97M-V/def2-TZVPD).

Calculated values
LUMO (spin up / spin down) in eV: 0.74 / -1.94
Expectation value of S²: 2.0060
Net charge: 0
HOMO-LUMO gap (spin up / spin down) in eV: 5.6 / 8.9
2S+1: 3

Structure (XYZ):
```
11
Properties=species:S:1:pos:R:3:forces:R:3:nbo_charge:R:1
C -0.5693 -0.4904 -2.3240 0.271 -0.101 2.391 0.851
C -0.7158 0.5270 1.2600 -10.049 2.320 2.633 -0.368
C 0.4086 -0.0830 1.0260 9.800 -9.072 -0.965 0.061
N 0.0678 -0.9192 -1.3947 -1.107 0.252 -1.494 -0.778
O -1.3994 0.0457 -2.9398 0.020 -0.023 -1.171 -0.520
O 1.5669 0.5271 0.5941 -0.906 -0.568 0.255 -0.664
H -0.6981 1.5048 1.0941 -0.495 4.238 -0.735 0.154
H -1.7186 0.1183 1.5734 1.691 0.154 -0.431 0.203
H 0.4507 -1.2640 1.0659 0.357 2.781 -0.177 0.139
H 0.8663 -1.3319 -0.9957 0.661 -0.210 -0.415 0.446
H 1.7409 1.3656 1.0405 -0.242 0.228 0.109 0.475
```
Positions in Å, forces in eV/Å.

---

Entry from the Open Molecules 2025 dataset: one molecule with the formula C3H5NO2S (ωB97M-V/def2-TZVPD).

Calculated values
LUMO in eV: -0.44
Net charge: 0
HOMO-LUMO gap in eV: 9.2

Structure (XYZ):
```
12
Properties=species:S:1:pos:R:3:forces:R:3:nbo_charge:R:1
C -2.6208 -0.5549 -0.2479 2.182 -3.867 -1.573 -0.139
N -1.2584 -0.6606 -0.5929 -5.813 3.219 3.810 -0.485
S -0.5701 0.6939 0.4706 0.535 -0.241 -2.616 0.320
C 1.1068 1.0019 -0.3372 0.514 1.687 3.758 -0.653
C 2.1084 -0.1772 0.0018 -0.159 -1.764 -1.595 0.786
O 3.2263 -0.3758 -0.5152 -3.911 0.871 2.264 -0.562
O 1.4846 -0.9934 0.9423 0.230 0.456 -0.779 -0.724
H -3.3744 0.2676 0.3299 2.781 -2.100 -1.545 0.233
H -3.0939 -1.7129 -0.5082 0.724 3.804 0.542 0.209
H 1.0101 1.6472 -1.2683 0.696 -1.314 1.181 0.276
H 1.5541 1.6573 0.6420 -1.231 -0.777 -2.830 0.259
H 0.4273 -0.7931 1.0830 3.453 0.025 -0.617 0.479
```
Positions in Å, forces in eV/Å.

---

Entry from the Open Molecules 2025 dataset: one molecule with the formula C3H5NO2S (ωB97M-V/def2-TZVPD).

Calculated values
LUMO in eV: 0.53
Net charge: 0
HOMO-LUMO gap in eV: 9.9

Structure (XYZ):
```
12
Properties=species:S:1:pos:R:3:forces:R:3:nbo_charge:R:1
N 0.4236 -0.4437 0.8531 -1.066 -1.741 -1.058 -0.867
C -0.5865 0.3164 0.2100 -0.791 0.474 -2.633 -0.131
C -1.9666 -0.4358 -0.0126 5.285 -0.044 2.296 0.791
O -2.8964 0.1314 -0.3935 -3.359 0.812 -1.448 -0.541
O -1.8605 -1.7020 0.3699 -0.371 -1.645 0.012 -0.688
C -0.2402 1.2105 -1.0288 -2.437 -0.327 2.588 -0.451
S -0.7573 2.0543 0.5818 0.519 -0.417 -1.349 0.166
H 0.9848 0.1313 1.3996 1.486 0.743 0.920 0.395
H 0.9049 -1.0897 0.2154 0.126 0.822 0.502 0.376
H -0.9692 -1.9789 0.7174 -1.058 1.149 -0.312 0.514
H 0.7044 1.3454 -1.3769 3.309 0.222 0.266 0.206
H -0.7926 1.2780 -1.9418 -1.641 -0.049 0.216 0.229
```
Positions in Å, forces in eV/Å.

---

Energy above the lowest of the compared OMol25 structures with the same formula, charge and spin values (in eV) by entry order: 3.037 1.948 4.546 1.205.